{
  "formula": "C78H203N13O30",
  "method": "ωB97M-V/def2-TZVPD",
  "e_above_lowest_kcal_mol": 54.1,
  "e_homo_ev": -8.2,
  "e_lumo_ev": 0.12,
  "total_charge": 0,
  "elements": ["C", "O", "C", "C", "N", "C", "C", "O", "C", "H", "H", "H", "H", "H", "H", "H", "H", "H", "H", "H", "H", "H", "H", "H", "C", "O", "C", "C", "N", "C", "C", "O", "C", "H", "H", "H", "H", "H", "H", "H", "H", "H", "H", "H", "H", "H", "H", "H", "C", "O", "C", "C", "N", "C", "C", "O", "C", "H", "H", "H", "H", "H", "H", "H", "H", "H", "H", "H", "H", "H", "H", "H", "C", "O", "C", "C", "N", "C", "C", "O", "C", "H", "H", "H", "H", "H", "H", "H", "H", "H", "H", "H", "H", "H", "H", "H", "C", "O", "C", "C", "N", "C", "C", "O", "C", "H", "H", "H", "H", "H", "H", "H", "H", "H", "H", "H", "H", "H", "H", "H", "C", "O", "C", "C", "N", "C", "C", "O", "C", "H", "H", "H", "H", "H", "H", "H", "H", "H", "H", "H", "H", "H", "H", "H", "C", "O", "C", "C", "N", "C", "C", "O", "C", "H", "H", "H", "H", "H", "H", "H", "H", "H", "H", "H", "H", "H", "H", "H", "C", "O", "C", "C", "N", "C", "C", "O", "C", "H", "H", "H", "H", "H", "H", "H", "H", "H", "H", "H", "H", "H", "H", "H", "C", "O", "C", "C", "N", "C", "C", "O", "C", "H", "H", "H", "H", "H", "H", "H", "H", "H", "H", "H", "H", "H", "H", "H", "C", "O", "C", "C", "N", "C", "C", "O", "C", "H", "H", "H", "H", "H", "H", "H", "H", "H", "H", "H", "H", "H", "H", "H", "C", "O", "C", "C", "N", "C", "C", "O", "C", "H", "H", "H", "H", "H", "H", "H", "H", "H", "H", "H", "H", "H", "H", "H", "C", "O", "C", "C", "N", "C", "C", "O", "C", "H", "H", "H", "H", "H", "H", "H", "H", "H", "H", "H", "H", "H", "H", "H", "C", "O", "C", "C", "N", "C", "C", "O", "C", "H", "H", "H", "H", "H", "H", "H", "H", "H", "H", "H", "H", "H", "H", "H", "O", "H", "H", "O", "H", "H", "O", "H", "H", "O", "H", "H"],
  "coordinates": [[4.68, 7.48, -1.63], [3.49, 7.79, -2.38], [3.17, 6.84, -3.41], [2.53, 5.57, -2.88], [1.47, 5.72, -1.86], [0.97, 4.45, -1.29], [0.19, 4.73, 0.00], [1.19, 5.19, 0.87], [0.57, 5.66, 2.06], [4.91, 8.23, -0.88], [5.52, 7.55, -2.31], [4.49, 6.49, -1.20], [4.02, 6.59, -4.04], [2.45, 7.47, -3.92], [3.33, 4.97, -2.44], [2.14, 5.04, -3.75], [1.91, 6.27, -1.13], [1.73, 3.68, -1.12], [0.37, 4.00, -2.08], [-0.25, 3.80, 0.37], [-0.59, 5.47, -0.16], [0.09, 6.63, 1.97], [1.36, 5.86, 2.78], [-0.20, 5.03, 2.52], [1.30, -5.62, -3.84], [2.13, -5.39, -2.72], [1.45, -5.47, -1.43], [2.36, -5.75, -0.18], [3.31, -4.65, 0.16], [2.61, -3.37, 0.29], [3.45, -2.14, 0.65], [4.09, -2.25, 1.94], [5.03, -1.12, 2.09], [0.63, -6.47, -3.76], [1.94, -5.71, -4.72], [0.82, -4.68, -4.13], [0.74, -6.29, -1.39], [0.82, -4.59, -1.30], [2.88, -6.69, -0.33], [1.69, -5.93, 0.66], [3.85, -4.79, 1.00], [1.81, -3.33, 1.03], [2.29, -3.09, -0.72], [2.81, -1.26, 0.69], [4.27, -2.14, -0.07], [5.72, -1.13, 1.25], [5.58, -1.35, 3.00], [4.52, -0.18, 2.30], [5.54, 7.37, -6.30], [5.02, 6.07, -6.23], [5.88, 5.10, -6.90], [5.24, 3.71, -6.54], [5.62, 3.45, -5.09], [4.91, 2.22, -4.63], [5.30, 2.02, -3.16], [4.34, 2.63, -2.24], [4.53, 2.46, -0.86], [6.58, 7.31, -6.00], [5.06, 8.10, -5.65], [5.49, 7.73, -7.33], [6.93, 5.03, -6.62], [5.83, 5.21, -7.98], [5.80, 2.90, -7.02], [4.19, 3.58, -6.79], [5.33, 4.19, -4.47], [5.11, 1.32, -5.21], [3.85, 2.41, -4.80], [6.30, 2.40, -2.97], [5.26, 0.93, -3.08], [4.17, 1.47, -0.58], [3.92, 3.17, -0.30], [5.55, 2.70, -0.55], [9.51, 7.64, 2.33], [8.12, 7.15, 2.50], [7.21, 8.10, 1.98], [5.75, 7.64, 2.13], [5.66, 6.36, 1.41], [4.32, 5.72, 1.66], [4.28, 4.68, 2.85], [5.01, 3.53, 2.52], [5.13, 2.69, 3.65], [10.12, 6.79, 2.62], [9.70, 8.46, 3.02], [9.78, 7.85, 1.29], [7.36, 8.23, 0.91], [7.24, 9.04, 2.53], [4.99, 8.34, 1.79], [5.55, 7.58, 3.20], [6.47, 5.87, 1.75], [4.07, 5.21, 0.74], [3.59, 6.51, 1.86], [3.21, 4.50, 2.94], [4.65, 5.14, 3.76], [4.21, 2.46, 4.17], [5.93, 3.07, 4.29], [5.55, 1.74, 3.32], [-4.43, 2.71, 3.85], [-3.82, 4.03, 3.87], [-2.45, 4.05, 4.25], [-2.26, 4.10, 5.77], [-2.94, 5.36, 6.27], [-2.76, 5.61, 7.69], [-3.70, 6.74, 8.04], [-5.05, 6.43, 7.87], [-5.64, 5.37, 8.67], [-4.13, 2.12, 2.99], [-5.52, 2.78, 3.78], [-4.11, 2.03, 4.64], [-2.02, 4.95, 3.80], [-1.84, 3.27, 3.80], [-1.25, 4.19, 6.16], [-2.73, 3.25, 6.26], [-3.90, 5.37, 5.98], [-1.76, 5.98, 7.87], [-2.97, 4.73, 8.30], [-3.59, 7.62, 7.41], [-3.49, 7.13, 9.03], [-5.24, 4.36, 8.54], [-6.69, 5.25, 8.41], [-5.51, 5.54, 9.74], [-7.47, -2.19, 9.79], [-6.24, -2.20, 9.21], [-5.42, -3.34, 9.40], [-4.01, -3.32, 8.79], [-4.09, -3.28, 7.35], [-2.85, -3.67, 6.69], [-3.02, -3.41, 5.19], [-3.19, -2.00, 5.05], [-3.53, -1.49, 3.78], [-7.99, -1.36, 9.32], [-7.52, -2.11, 10.88], [-8.00, -3.09, 9.48], [-5.96, -4.19, 8.99], [-5.35, -3.43, 10.48], [-3.63, -4.31, 9.01], [-3.37, -2.50, 9.12], [-4.48, -2.47, 6.89], [-2.66, -4.74, 6.79], [-1.96, -3.18, 7.10], [-3.83, -3.98, 4.73], [-2.08, -3.61, 4.67], [-3.49, -0.42, 3.63], [-4.52, -1.84, 3.50], [-2.84, -1.96, 3.07], [-2.95, -4.94, -2.74], [-1.97, -5.29, -3.65], [-2.43, -6.23, -4.63], [-2.68, -7.68, -4.10], [-1.37, -8.21, -3.79], [-1.49, -9.48, -3.05], [-1.97, -9.28, -1.59], [-1.08, -8.40, -0.98], [-1.46, -7.81, 0.23], [-3.47, -5.78, -2.28], [-3.70, -4.33, -3.26], [-2.56, -4.36, -1.91], [-1.68, -6.26, -5.42], [-3.29, -5.84, -5.17], [-3.08, -8.36, -4.86], [-3.35, -7.57, -3.25], [-0.97, -7.55, -3.14], [-0.46, -9.82, -3.02], [-1.98, -10.26, -3.64], [-1.82, -10.28, -1.17], [-3.00, -8.92, -1.56], [-1.80, -8.53, 0.97], [-2.31, -7.12, 0.17], [-0.58, -7.22, 0.50], [-6.13, -8.86, -3.46], [-5.87, -8.28, -2.19], [-6.43, -8.95, -1.08], [-6.60, -8.06, 0.17], [-5.30, -7.56, 0.66], [-5.68, -6.64, 1.79], [-4.52, -5.69, 2.35], [-3.73, -5.31, 1.21], [-2.50, -4.79, 1.64], [-7.18, -8.78, -3.75], [-5.88, -9.92, -3.48], [-5.57, -8.34, -4.24], [-5.93, -9.88, -0.80], [-7.44, -9.18, -1.43], [-7.02, -8.62, 1.00], [-7.23, -7.22, -0.13], [-4.89, -6.98, -0.05], [-6.11, -7.13, 2.66], [-6.46, -5.95, 1.49], [-3.90, -6.26, 3.03], [-4.91, -4.77, 2.80], [-1.84, -5.56, 2.04], [-2.47, -4.09, 2.47], [-1.96, -4.28, 0.83], [8.31, -7.84, 6.04], [7.59, -6.68, 5.62], [7.03, -6.04, 6.75], [6.49, -4.69, 6.32], [5.68, -4.07, 7.39], [5.08, -2.77, 7.14], [3.91, -2.74, 6.15], [3.37, -1.49, 6.04], [2.64, -1.20, 4.77], [7.63, -8.64, 6.35], [9.07, -7.66, 6.80], [8.76, -8.31, 5.17], [7.77, -5.83, 7.53], [6.21, -6.68, 7.06], [5.81, -4.98, 5.52], [7.26, -4.03, 5.91], [6.22, -4.07, 8.24], [5.87, -2.15, 6.73], [4.84, -2.28, 8.09], [3.21, -3.54, 6.39], [4.41, -3.08, 5.25], [3.46, -0.71, 4.25], [1.85, -0.47, 4.98], [2.29, -2.05, 4.18], [0.81, 2.65, -4.99], [-0.30, 1.89, -5.22], [-1.53, 2.59, -5.03], [-2.68, 1.58, -5.16], [-2.69, 1.01, -6.50], [-3.64, -0.11, -6.70], [-3.17, -1.45, -5.99], [-1.82, -1.60, -6.39], [-1.30, -2.86, -6.12], [0.74, 3.43, -5.75], [1.72, 2.09, -5.22], [0.88, 2.90, -3.93], [-1.56, 3.37, -5.80], [-1.77, 3.03, -4.06], [-3.58, 2.15, -4.93], [-2.59, 0.83, -4.38], [-1.77, 0.60, -6.60], [-3.67, -0.29, -7.77], [-4.60, 0.18, -6.26], [-3.74, -2.27, -6.43], [-3.23, -1.44, -4.91], [-0.27, -2.94, -6.49], [-1.93, -3.51, -6.73], [-1.32, -3.24, -5.10], [-0.21, 4.91, -8.62], [0.39, 3.71, -9.21], [-0.58, 2.68, -9.33], [0.05, 1.39, -9.94], [1.29, 0.75, -9.31], [0.88, 0.11, -8.02], [2.03, -0.03, -7.01], [3.01, -1.01, -7.43], [3.63, -1.63, -6.39], [-1.10, 5.34, -9.07], [0.53, 5.71, -8.66], [-0.41, 4.64, -7.58], [-1.45, 2.97, -9.93], [-0.92, 2.37, -8.34], [0.32, 1.62, -10.97], [-0.71, 0.61, -10.00], [1.55, 0.02, -9.95], [0.52, -0.88, -8.29], [0.06, 0.72, -7.64], [1.63, -0.39, -6.06], [2.54, 0.91, -6.80], [3.00, -2.15, -5.67], [4.21, -0.97, -5.75], [4.30, -2.41, -6.76], [-4.13, 0.31, -0.96], [-4.43, 1.62, -0.53], [-3.38, 2.50, -0.89], [-3.74, 3.98, -0.55], [-4.86, 4.48, -1.30], [-5.35, 5.74, -0.78], [-6.66, 6.19, -1.39], [-7.73, 5.64, -0.62], [-9.00, 6.16, -1.06], [-4.97, -0.37, -0.83], [-3.31, -0.20, -0.45], [-3.92, 0.32, -2.03], [-3.09, 2.35, -1.93], [-2.59, 2.31, -0.16], [-2.84, 4.58, -0.53], [-3.97, 4.03, 0.51], [-5.60, 3.79, -1.27], [-4.68, 6.55, -1.03], [-5.41, 5.74, 0.31], [-6.83, 5.90, -2.43], [-6.74, 7.27, -1.32], [-9.79, 5.74, -0.44], [-9.12, 5.84, -2.10], [-9.13, 7.24, -1.03], [1.55, -1.05, -3.32], [1.09, -1.13, -1.93], [-0.30, -0.78, -1.83], [-0.87, -1.55, -0.54], [-0.47, -0.97, 0.74], [-1.09, 0.33, 1.11], [-0.28, 1.14, 2.17], [0.93, 1.40, 1.48], [1.79, 2.21, 2.25], [2.61, -1.29, -3.26], [1.60, -0.04, -3.72], [0.97, -1.71, -3.96], [-0.89, -1.12, -2.68], [-0.47, 0.29, -1.80], [-0.55, -2.59, -0.57], [-1.94, -1.68, -0.66], [0.48, -0.67, 0.55], [-2.15, 0.24, 1.38], [-1.10, 0.94, 0.21], [-0.18, 0.60, 3.11], [-0.77, 2.10, 2.35], [2.62, 2.55, 1.64], [2.23, 1.68, 3.09], [1.29, 3.10, 2.65], [-1.99, 0.41, 5.46], [-2.32, -0.49, 5.40], [-2.66, 0.88, 5.95], [4.17, -3.68, -2.33], [4.26, -3.88, -1.40], [3.40, -4.17, -2.60], [0.33, 1.88, 5.44], [-0.41, 1.28, 5.36], [0.72, 1.67, 6.29], [-4.16, -2.75, -0.05], [-4.04, -3.34, 0.69], [-4.94, -2.24, 0.16]]
}